A molecular structure, C7H11N7O3PdS3, computed with wB97M-V/def2-TZVPD.

Summary:
HOMO ... -0.012 Ha
ΔE to the lowest compared entry with this formula, charge and spin ... 23.3 kJ/mol

The geometry in ORCA input format:
```
! wB97M-V def2-TZVPD RIJCOSX def2/J DEFGRID3
* xyz -2 1
Pd 1.007 2.598 -0.863
N 0.433 0.404 1.371
N -0.907 0.195 0.978
C -1.362 -0.987 0.562
N -2.496 -0.956 -0.152
N -0.655 -2.071 0.946
N -1.092 -3.291 0.609
O -0.356 -4.220 0.927
O -2.173 -3.501 0.030
H 0.402 0.950 2.226
H 0.758 1.060 0.625
H -1.366 1.034 0.621
H -2.747 -0.079 -0.580
H -2.851 -1.836 -0.484
S -0.301 1.385 -2.473
C -1.822 1.952 -1.843
C -2.977 1.470 -2.552
N -3.888 1.063 -3.134
C -2.043 2.783 -0.751
S -0.833 3.518 0.284
C -3.407 3.094 -0.413
N -4.489 3.371 -0.120
C 3.040 -1.944 1.098
S 3.705 -0.285 1.223
C 3.174 0.286 -0.400
O 5.204 -0.413 1.137
H 1.950 -1.903 1.130
H 3.417 -2.497 1.957
H 3.405 -2.396 0.174
H 2.184 -0.085 -0.646
H 3.933 -0.079 -1.094
H 3.151 1.382 -0.394
*
```

These are the Löwdin partial charges, in e, on atoms 1 to 5: -0.208 0.033 -0.011 -0.392 0.210

=====

16 unconnected molecules or ions with the total composition C18H67Br2O15S2, computed with wB97M-V/def2-TZVPD.

Summary:
HOMO ... -0.423 Ha

The geometry in ORCA input format:
```
! wB97M-V def2-TZVPD RIJCOSX def2/J DEFGRID3
* xyz 1 1
C 3.043 -0.095 -0.584
C 1.850 0.888 -0.521
C 0.720 0.665 -1.566
Br 1.127 -0.555 -3.049
S -0.888 0.076 -0.805
S -0.608 -1.932 -0.261
Br -1.282 1.209 1.042
H 3.822 0.301 -1.232
H 2.777 -1.124 -0.816
H 3.476 -0.112 0.424
H 1.484 0.880 0.515
H 2.238 1.897 -0.686
H 0.451 1.634 -2.002
H 0.632 -2.250 -0.755
C 4.050 0.271 -6.217
O 2.921 -0.266 -6.905
H 4.900 0.260 -6.894
H 3.849 1.301 -5.911
H 4.282 -0.338 -5.339
H 2.181 -0.249 -6.299
C 2.336 1.280 3.538
O 2.143 0.046 2.838
H 3.366 1.594 3.406
H 1.677 2.051 3.134
H 2.136 1.144 4.604
H 1.231 -0.216 2.969
C -2.891 0.193 -4.616
O -2.347 1.166 -3.718
H -3.878 0.530 -4.922
H -2.257 0.096 -5.500
H -2.982 -0.777 -4.121
H -1.482 0.859 -3.451
C -3.916 -2.126 2.497
O -2.542 -2.109 2.902
H -4.433 -2.892 3.067
H -4.377 -1.163 2.699
H -3.988 -2.360 1.429
H -2.100 -1.431 2.396
C -5.525 -5.575 4.624
O -4.157 -5.551 5.023
H -6.039 -6.338 5.195
H -5.990 -4.605 4.826
H -5.601 -5.810 3.559
H -3.721 -4.871 4.508
C 4.526 4.127 2.115
O 3.294 4.108 2.829
H 4.993 3.148 2.203
H 4.345 4.344 1.056
H 5.196 4.882 2.536
H 2.896 4.982 2.739
C -1.807 -5.206 -3.038
O -1.118 -3.959 -3.165
H -1.641 -5.779 -3.946
H -1.421 -5.771 -2.186
H -2.879 -5.039 -2.913
H -1.268 -3.460 -2.364
C 1.756 6.806 0.316
O 2.400 6.693 1.584
H 0.682 6.771 0.476
H 2.016 7.755 -0.158
H 2.049 5.977 -0.336
H 3.347 6.732 1.428
C 1.105 0.355 -10.319
O 2.242 -0.479 -10.494
H 0.775 0.695 -11.297
H 0.297 -0.206 -9.841
H 1.368 1.223 -9.706
H 2.518 -0.768 -9.621
C 7.874 1.831 3.735
O 6.690 1.316 3.126
H 8.673 1.808 2.998
H 7.718 2.864 4.060
H 8.160 1.217 4.592
H 5.997 1.341 3.787
C -2.394 4.403 -2.716
O -2.778 3.977 -1.409
H -2.646 5.456 -2.816
H -1.315 4.280 -2.858
H -2.930 3.833 -3.476
H -2.554 3.048 -1.334
C 1.010 5.229 4.864
O 1.627 5.118 6.140
H -0.069 5.207 5.003
H 1.290 6.173 4.387
H 1.308 4.390 4.231
H 2.575 5.138 6.003
C 3.914 -3.025 -3.521
O 4.441 -2.049 -2.627
H 2.925 -2.698 -3.838
H 4.558 -3.118 -4.397
H 3.828 -3.990 -3.017
H 5.312 -2.346 -2.355
C -8.348 -8.954 3.986
O -7.776 -7.984 4.860
H -9.353 -8.629 3.729
H -7.755 -9.040 3.071
H -8.403 -9.928 4.479
H -6.894 -8.286 5.079
C -5.826 0.278 5.011
O -5.997 -0.949 4.303
H -4.796 0.604 4.882
H -6.496 1.045 4.615
H -6.022 0.134 6.076
H -6.907 -1.225 4.425
*
```

These are the Löwdin partial charges, in e, on atoms 1 to 5: -0.117 -0.304 -0.880 0.835 0.293

=====

3 unconnected molecules or ions with the total composition C4H12O2, computed with wB97M-V/def2-TZVPD.

Summary:
HOMO ... -0.350 Ha
ΔE to the lowest compared entry with this formula, charge and spin ... 83.6 kJ/mol
SMILES string ... C=CCC.O.O

The geometry in ORCA input format:
```
! wB97M-V def2-TZVPD RIJCOSX def2/J DEFGRID3
* xyz 0 1
C 2.394 -0.131 -0.042
C 0.979 0.116 0.551
C 0.260 1.149 -0.256
C -0.341 2.238 0.192
H 2.898 0.800 -0.316
H 3.037 -0.652 0.679
H 2.279 -0.783 -0.910
H 1.061 0.394 1.600
H 0.467 -0.837 0.497
H 0.306 1.065 -1.331
H -0.723 2.903 -0.567
H -0.387 2.735 1.164
H -2.891 -0.693 -0.390
H -2.409 -0.208 0.946
O -3.056 -0.003 0.266
H -1.446 -2.597 -1.461
H -0.808 -2.919 -0.105
O -1.621 -2.577 -0.515
*
```

These are the Löwdin partial charges, in e, on atoms 1 to 5: -0.109 -0.261 -0.219 -0.007 0.072

=====

12 unconnected molecules or ions with the total composition H24O12, computed with wB97M-V/def2-TZVPD.

Summary:
HOMO ... -0.386 Ha
ΔE to the lowest compared entry with this formula, charge and spin ... 253.9 kJ/mol
SMILES string ... O.O.O.O.O.O.O.O.O.O.O.O

The geometry in ORCA input format:
```
! wB97M-V def2-TZVPD RIJCOSX def2/J DEFGRID3
* xyz 0 1
H -1.248 0.133 -0.425
H 0.158 0.295 0.131
H -3.494 1.371 1.185
H -3.845 0.086 1.916
H 1.603 -2.100 0.532
H 3.116 -2.163 0.403
H 0.358 -1.305 -2.094
H 0.071 -2.607 -2.824
H -4.771 0.784 -1.391
H -4.299 1.976 -0.575
H 0.884 3.306 0.503
H -0.450 2.578 0.475
H -1.434 -3.345 0.628
H -1.279 -4.843 0.423
H -2.251 0.035 -1.901
H -1.729 1.461 -1.857
H 3.384 0.058 0.892
H 1.964 -0.172 1.384
H -0.698 -0.936 3.985
H -0.051 -1.784 2.903
H 3.592 -0.745 -2.525
H 5.041 -0.387 -2.239
H 3.053 4.545 1.032
H 2.764 3.614 -0.134
O -0.538 -0.359 0.002
O -3.950 0.531 1.068
O 2.394 -2.391 0.999
O 0.227 -1.668 -2.977
O -5.060 1.643 -1.063
O 0.471 2.489 0.203
O -1.108 -3.996 -0.004
O -2.396 0.884 -1.468
O 2.739 0.381 1.532
O -0.659 -1.047 3.029
O 4.259 -0.775 -1.830
O 3.183 4.455 0.081
*
```

These are the Löwdin partial charges, in e, on atoms 1 to 5: -0.032 0.004 0.035 0.049 0.019

=====

Per-record max |F|, Eh/bohr: 0.0098 0.0232 0.0262 0.0205
Per-record frontier orbital gap, eV: 5.1270 5.5301 9.9666 10.3997
Per-record total energy, eV: -59993.443 -212204.993 -8436.647 -24959.063